142
Properties=species:S:1:pos:R:3:forces:R:3 method="wB97M-V/def2-TZVPD" orbital_gap_ev=7.9309 charge=+1 fmax_ha_per_bohr=0.0774 e_tot_ha=-3271.62498 homo_energy_ev=-9.74
C 0.95366 1.16167 3.01710 -0.07 -0.50 -0.87
C 1.93300 0.58580 1.98953 -0.24 -0.54 1.64
C 2.73788 -0.59371 2.57103 -0.65 0.40 -0.19
O 3.27454 -0.12354 3.77734 -0.29 0.44 -0.28
C 4.08416 -1.09383 4.35504 0.85 -0.42 0.25
N 1.12839 0.09509 0.86190 -0.77 0.16 -2.01
H 0.36910 -0.64555 1.09061 0.73 0.44 -0.16
H 0.61219 0.93036 0.46073 0.27 -0.61 0.20
H 1.75776 -0.27594 0.09532 -0.72 0.00 0.56
H 0.38941 1.94775 2.50029 -0.02 0.00 0.40
H 1.45899 1.51299 3.90362 0.11 0.19 0.06
H 0.29931 0.33148 3.28187 -0.33 0.10 0.27
H 2.56374 1.40574 1.66904 0.36 -0.13 -0.44
H 3.49852 -0.93568 1.86179 0.22 0.06 -0.04
H 2.08214 -1.47437 2.76473 0.01 0.45 -0.14
H 3.55708 -2.04725 4.39825 -0.03 -0.21 0.17
H 4.37514 -0.78185 5.36190 -0.14 0.01 -0.20
H 4.98780 -1.22719 3.74563 0.02 -0.12 0.16
C -0.24136 -4.59970 -3.83223 0.37 0.38 -0.44
C 0.13191 -3.11571 -3.99397 -1.08 -1.71 0.34
N -1.05181 -2.32018 -3.54613 2.85 -1.40 -0.91
C -2.30905 -2.20229 -4.01332 0.15 -1.96 -1.87
C -2.88794 -1.28177 -3.27829 -2.62 0.76 -0.39
N -2.02883 -0.88984 -2.36028 0.39 2.58 3.01
C -0.90209 -1.54670 -2.52144 0.72 1.47 1.37
C -2.29770 0.15840 -1.31022 0.46 -0.94 -0.59
H -0.42882 -4.77814 -2.78021 -0.51 -0.23 -0.02
H 0.60672 -5.21958 -4.09793 0.23 -0.06 -0.18
H -1.06268 -4.86969 -4.51245 0.06 -0.03 0.53
H 0.39808 -2.93003 -5.03111 -0.03 0.55 0.11
H 0.93638 -2.91163 -3.28781 0.12 0.51 -0.33
H -2.72792 -2.87938 -4.72069 0.00 -0.02 -0.57
H -3.86458 -0.88087 -3.37734 -0.58 0.20 0.16
H 0.00030 -1.38758 -1.94783 0.05 -0.23 -0.03
H -2.05499 1.14921 -1.67464 0.34 -0.08 0.02
H -1.75217 -0.15474 -0.42048 0.03 0.17 -0.05
H -3.34999 0.12876 -1.08956 -0.44 -0.11 0.05
C -8.86406 -1.13655 2.38760 0.52 0.00 -0.24
C -7.53331 -0.44431 2.11352 -0.87 0.61 0.15
C -6.68380 -0.60092 3.33112 1.03 0.04 0.88
N -5.27521 -0.07775 3.19789 -0.22 -0.19 -0.78
C -5.31015 1.39216 2.70865 0.95 -1.22 0.28
C -3.87838 1.94697 2.70035 0.26 0.54 -0.05
C -3.17447 1.85096 4.09616 -1.14 -0.91 -0.90
C -3.20471 0.35570 4.51067 -0.36 0.73 0.54
C -4.62029 -0.16390 4.55038 0.20 0.14 0.04
C -4.58787 -1.00033 2.19525 -0.12 0.01 0.30
H -8.67801 -2.19082 2.55117 -0.30 -0.39 -0.32
H -9.51860 -0.93112 1.54058 -0.25 -0.38 0.30
H -9.28004 -0.76984 3.32058 -0.31 0.25 -0.04
H -7.78538 0.60616 1.95330 0.27 0.07 -0.05
H -7.05699 -0.80372 1.20040 -0.12 -0.17 0.15
H -6.58562 -1.64424 3.65225 0.00 0.02 -0.30
H -7.03231 -0.08939 4.22410 -0.70 0.25 -0.17
H -5.99484 1.92716 3.36422 0.06 0.00 0.18
H -5.76054 1.31856 1.71966 0.25 0.33 -0.01
H -3.94574 2.98365 2.33190 0.06 -0.38 0.26
H -3.30242 1.42052 1.93546 0.05 0.03 0.05
H -3.79312 2.48805 4.74924 0.43 -0.38 0.31
H -2.13443 2.16702 4.14806 -0.14 0.40 -0.48
H -2.80392 0.26745 5.52130 0.11 -0.21 -0.05
H -2.64164 -0.29495 3.84818 0.51 0.25 -0.05
H -5.19565 0.43185 5.25672 -0.32 0.15 -0.18
H -4.66745 -1.19089 4.90606 -0.04 -0.20 -0.27
H -5.09226 -0.97478 1.22535 0.21 0.46 0.26
H -4.76788 -2.00939 2.57059 0.46 0.05 0.07
H -3.52412 -0.78180 2.08360 -0.22 -0.14 0.00
C 4.79458 1.32703 -0.43849 -0.14 0.56 0.31
C 4.01570 2.45048 -1.10666 -0.15 0.57 0.82
C 2.88241 1.95013 -1.97860 0.47 -0.13 -1.29
N 2.71282 2.79721 -3.26236 0.33 -0.89 -0.53
C 3.78569 2.55309 -4.32713 0.12 -1.40 0.62
C 3.71643 1.12011 -4.86925 0.28 -0.19 0.06
C 2.34655 0.78978 -5.47278 1.24 0.76 0.49
C 1.30202 1.01980 -4.39491 -0.55 -0.31 0.25
C 1.32946 2.43558 -3.85271 1.55 1.16 -0.44
C 2.68437 4.22659 -2.87080 -0.91 0.31 -0.63
H 5.45660 0.87406 -1.16442 0.27 -0.27 0.01
H 4.11376 0.56414 -0.09170 -0.04 -0.42 0.19
H 5.35643 1.73710 0.41962 -0.07 -0.33 -0.43
H 4.74383 3.08058 -1.62584 -0.25 -0.06 -0.23
H 3.56705 3.09255 -0.33996 0.18 0.07 -0.02
H 1.88264 2.01556 -1.56530 -0.04 0.21 0.73
H 3.03961 0.89205 -2.22078 0.03 0.12 -0.36
H 4.75447 2.69500 -3.83878 -0.17 0.31 -0.18
H 3.65426 3.20094 -5.17788 -0.24 0.85 0.13
H 4.01701 0.43205 -4.07512 -0.34 -0.17 -0.09
H 4.45760 0.97377 -5.65989 0.20 0.39 0.17
H 2.39564 -0.22303 -5.85187 -0.36 -0.30 0.14
H 2.24039 1.44669 -6.35140 -0.44 -0.08 0.25
H 1.47467 0.35152 -3.54308 -0.05 -0.32 -0.32
H 0.33251 0.79221 -4.84013 -0.31 0.21 0.39
H 0.70178 2.76884 -3.04173 -0.94 -0.65 0.12
H 1.24020 3.16683 -4.65237 -0.31 0.02 -0.28
H 2.38088 4.81528 -3.74096 -0.06 -0.13 0.07
H 3.63266 4.61939 -2.55251 0.41 -0.27 0.23
H 1.92993 4.33132 -2.09218 0.08 0.12 0.12
C 3.66565 -2.24862 -1.76472 0.15 -1.50 0.51
O 4.41444 -2.05018 -0.53462 0.04 0.55 0.50
O 2.75902 -1.34110 -2.00634 -0.78 0.67 0.48
C 4.52731 -2.52088 -2.94899 1.50 1.40 -1.30
F 5.26400 -1.44083 -3.33518 0.54 0.25 0.13
F 5.38284 -3.54379 -2.78903 -0.06 -0.13 -0.12
F 3.79265 -2.77925 -4.03389 -0.62 -0.64 -0.25
C 5.85475 -2.13883 -0.44994 -1.10 -0.18 -0.48
C 6.26921 -1.75828 0.95297 -0.14 0.44 -0.06
H 5.79670 -2.41259 1.69106 0.03 0.02 -0.13
H 7.35210 -1.82470 1.07202 -0.03 -0.05 -0.04
H 5.97330 -0.71837 1.16637 0.07 -0.32 -0.01
H 6.23873 -1.48734 -1.22818 0.58 0.24 0.15
H 6.14607 -3.15353 -0.70449 0.30 -0.16 0.21
H 3.37797 -3.32691 -1.69467 -1.25 -0.03 0.71
C -1.19268 -3.11961 1.30247 0.90 -0.50 1.36
O 0.07468 -3.82677 1.66215 -0.95 1.43 1.17
O -1.22078 -1.83977 0.94627 0.95 -0.08 0.08
C -1.89507 -4.04687 0.39556 0.72 -0.09 -3.03
F -1.81811 -5.33290 0.65895 0.74 -0.78 0.14
F -3.18068 -3.79040 0.42023 -1.98 0.81 -0.45
F -1.46807 -3.86702 -0.94514 -0.55 -0.39 0.86
C 1.13084 -3.76977 0.73948 -1.21 1.40 -0.82
C 2.40420 -4.27212 1.29962 0.61 -0.88 0.19
H 2.28429 -5.29228 1.67219 0.02 -0.03 -0.11
H 3.13573 -4.27020 0.49004 0.15 -0.04 0.13
H 2.81490 -3.69884 2.13097 -0.20 0.30 -0.08
H 1.26545 -2.73237 0.35371 -0.02 -0.36 0.17
H 0.74724 -4.34369 -0.09207 0.72 -0.44 -0.80
H -1.84683 -3.40071 2.14558 0.51 0.60 1.22
C -0.84153 4.00751 -0.35083 0.07 0.76 -0.29
O -0.86968 4.97619 0.76736 -0.15 -0.64 -0.72
O -0.28216 2.83090 -0.24474 0.84 -1.03 1.02
C -2.27270 3.85486 -0.80164 -0.56 -0.26 0.75
F -2.93698 2.88062 -0.14140 -0.47 -0.32 0.67
F -3.03110 4.95587 -0.68244 -0.01 -0.08 -0.60
F -2.25755 3.41844 -2.05942 -0.42 0.30 -1.40
C -1.47648 4.44729 1.95308 0.39 0.45 -0.83
C -0.96758 5.31560 3.06230 0.32 0.09 0.73
H 0.10900 5.17240 3.13785 0.08 0.00 0.22
H -1.11121 6.38015 2.84884 -0.22 -0.23 -0.12
H -1.43791 5.10077 4.03364 0.14 -0.04 -0.24
H -1.09199 3.43868 1.93610 -0.23 -0.69 0.88
H -2.58659 4.43558 1.96306 0.44 0.17 -0.50
H -0.42033 4.54498 -1.21826 0.28 0.94 0.33